{
  "formula": "C48H96O28",
  "method": "the ωB97M-V functional and the def2-TZVPD basis",
  "symbols": ["C", "O", "C", "O", "O", "C", "H", "H", "H", "H", "H", "H", "C", "O", "C", "O", "O", "C", "H", "H", "H", "H", "H", "H", "C", "O", "C", "O", "O", "C", "H", "H", "H", "H", "H", "H", "C", "O", "C", "O", "O", "C", "H", "H", "H", "H", "H", "H", "C", "O", "C", "O", "O", "C", "H", "H", "H", "H", "H", "H", "C", "O", "C", "O", "O", "C", "H", "H", "H", "H", "H", "H", "C", "C", "O", "C", "H", "H", "H", "H", "H", "H", "C", "C", "O", "C", "H", "H", "H", "H", "H", "H", "C", "C", "O", "C", "H", "H", "H", "H", "H", "H", "C", "C", "O", "C", "H", "H", "H", "H", "H", "H", "C", "C", "O", "C", "H", "H", "H", "H", "H", "H", "C", "C", "O", "C", "H", "H", "H", "H", "H", "H", "C", "C", "O", "C", "H", "H", "H", "H", "H", "H", "C", "C", "O", "C", "H", "H", "H", "H", "H", "H", "C", "C", "O", "C", "H", "H", "H", "H", "H", "H", "C", "C", "O", "C", "H", "H", "H", "H", "H", "H"],
  "coordinates": [[-10.1172, -7.7609, 2.4509], [-11.4467, -8.2726, 2.5866], [-12.0964, -9.0707, 1.6818], [-11.6133, -9.4683, 0.6492], [-13.3020, -9.3288, 2.1685], [-14.3093, -9.9223, 1.3421], [-9.3950, -8.5706, 2.5559], [-9.9002, -7.0354, 3.2349], [-10.0134, -7.3707, 1.4385], [-13.9346, -10.7944, 0.8064], [-14.6792, -9.2467, 0.5709], [-15.1574, -10.3004, 1.9131], [9.2353, -1.6658, -1.9106], [10.5412, -1.2805, -2.4094], [11.0480, -1.7353, -3.6029], [10.5422, -2.6668, -4.2781], [12.1649, -1.1207, -3.9248], [13.0391, -1.4514, -5.0181], [9.2287, -1.4812, -0.8364], [9.0028, -2.7085, -2.1272], [8.4346, -1.0599, -2.3346], [13.9261, -0.8311, -4.8895], [12.6377, -1.2852, -6.0178], [13.2635, -2.5173, -4.9789], [3.3918, 8.5556, 6.3163], [2.9251, 8.5312, 7.6145], [1.9836, 9.4741, 7.9803], [1.4522, 10.3157, 7.2711], [1.6918, 9.2692, 9.3065], [0.8068, 10.0078, 10.0448], [3.6015, 9.5439, 5.9072], [2.7345, 8.0643, 5.5989], [4.2803, 7.9338, 6.2068], [1.2429, 10.9273, 10.4354], [0.6806, 9.4254, 10.9575], [-0.2009, 10.1419, 9.6516], [1.6091, 2.0203, -0.1746], [0.9601, 1.2625, 0.8493], [0.5854, -0.0355, 0.6316], [0.8981, -0.7127, -0.3787], [-0.3933, -0.3219, 1.5098], [-1.2723, -1.4972, 1.5049], [1.8786, 3.0390, 0.1040], [0.9844, 2.0396, -1.0676], [2.5049, 1.4601, -0.4427], [-1.8208, -1.6157, 0.5704], [-2.0336, -1.4534, 2.2837], [-0.7826, -2.4589, 1.6578], [3.4633, -1.3700, -12.8055], [3.7752, -0.8653, -11.4834], [3.4440, -1.6306, -10.4890], [2.9192, -2.7528, -10.5064], [3.8876, -1.0120, -9.3394], [3.6929, -1.5488, -8.0453], [3.7556, -0.6431, -13.5634], [2.3863, -1.4694, -12.9402], [3.9093, -2.3426, -13.0134], [4.2624, -0.9674, -7.3201], [4.2577, -2.4801, -8.0875], [2.6206, -1.6337, -7.8688], [-1.8880, 9.6726, -3.5013], [-2.1978, 10.8534, -2.8468], [-3.5018, 11.2811, -2.7277], [-4.4686, 10.6860, -3.2340], [-3.5339, 12.4431, -2.0511], [-4.7153, 13.1889, -2.1416], [-0.9450, 9.3402, -3.0673], [-1.6399, 9.8079, -4.5540], [-2.6624, 8.9182, -3.3627], [-4.6407, 14.1547, -1.6418], [-5.4719, 12.6485, -1.5728], [-5.0159, 13.4638, -3.1526], [6.5002, 4.7719, -7.0588], [7.6833, 4.3625, -6.1883], [7.5904, 3.8762, -5.0568], [9.0192, 4.4874, -6.8381], [6.6643, 5.8181, -7.3168], [5.5949, 4.6879, -6.4576], [6.4636, 4.0761, -7.8971], [9.7493, 4.3723, -6.0370], [9.1196, 5.4374, -7.3630], [9.1448, 3.6509, -7.5255], [-3.9946, -6.5531, -4.0209], [-4.6468, -7.6790, -3.2973], [-3.9988, -8.2611, -2.4091], [-6.0758, -8.0537, -3.5651], [-4.3949, -5.5429, -4.1061], [-3.8537, -6.9026, -5.0437], [-2.9791, -6.5245, -3.6260], [-6.3530, -8.2084, -4.6078], [-6.7197, -7.2819, -3.1435], [-6.3574, -8.9522, -3.0160], [-1.8328, -11.5588, 5.2834], [-2.3170, -10.6893, 6.3871], [-2.6583, -9.5078, 6.1351], [-2.1836, -11.2132, 7.8511], [-0.7745, -11.8111, 5.2178], [-2.1891, -11.2481, 4.3013], [-2.3151, -12.5281, 5.4097], [-3.1663, -11.4634, 8.2508], [-1.7509, -10.4051, 8.4408], [-1.5834, -12.1206, 7.9174], [6.0343, -0.8094, 8.4272], [5.9891, 0.1593, 7.2105], [6.9256, 0.2817, 6.3571], [4.7894, 1.0908, 7.1602], [5.0916, -1.3477, 8.5261], [6.2631, -0.3004, 9.3635], [6.7839, -1.5837, 8.2643], [4.7304, 1.6412, 8.0992], [3.8277, 0.5837, 7.0821], [4.8196, 1.7261, 6.2750], [-3.8347, 3.9917, 2.8672], [-2.9121, 4.9262, 3.6490], [-2.5136, 5.9395, 3.1279], [-2.4744, 4.5796, 5.0646], [-4.7029, 4.5698, 2.5509], [-4.1212, 3.1004, 3.4254], [-3.3658, 3.7284, 1.9191], [-2.2415, 5.5035, 5.5941], [-1.4815, 4.1356, 4.9930], [-3.1057, 3.8875, 5.6219], [3.6835, -7.0934, 2.6386], [4.1069, -7.5451, 1.2262], [5.1377, -8.2029, 0.9986], [3.2190, -7.0632, 0.1388], [4.1411, -7.6673, 3.4444], [2.5977, -7.0699, 2.7311], [4.1469, -6.1137, 2.7555], [3.7711, -6.7048, -0.7301], [2.7374, -6.2160, 0.6270], [2.4667, -7.7733, -0.2045], [-3.1717, -4.1588, 9.7661], [-2.0530, -3.5226, 8.9509], [-2.2209, -2.4504, 8.3603], [-0.6655, -4.1382, 8.8686], [-3.0746, -5.2420, 9.6934], [-4.0734, -3.8423, 9.2418], [-3.2210, -3.7447, 10.7732], [-0.1645, -4.2347, 9.8318], [-0.0109, -3.4995, 8.2755], [-0.7580, -5.1392, 8.4472], [5.9136, 10.0520, -1.3879], [6.2500, 10.6677, -2.7826], [5.3757, 11.2716, -3.4392], [7.6611, 10.6649, -3.2490], [4.8372, 10.0494, -1.2160], [6.4026, 10.5091, -0.5277], [6.3215, 9.0509, -1.5273], [8.2705, 11.5482, -3.0578], [7.5845, 10.6427, -4.3361], [8.2662, 9.8530, -2.8457], [-2.5988, 0.5105, -7.9434], [-2.2526, 1.3710, -6.7620], [-1.4302, 2.2440, -6.8819], [-2.9973, 1.1286, -5.4714], [-1.9416, 0.8043, -8.7618], [-3.6620, 0.5663, -8.1769], [-2.4275, -0.5503, -7.7605], [-2.4480, 1.7129, -4.7332], [-2.8697, 0.0744, -5.2255], [-4.0259, 1.4591, -5.6153], [-10.3905, -0.0878, -0.8356], [-9.9629, -1.4293, -1.2532], [-8.8241, -1.8052, -1.0542], [-10.9395, -2.1771, -2.1243], [-11.3148, -0.1878, -0.2667], [-10.7163, 0.5132, -1.6846], [-9.7242, 0.5071, -0.2109], [-10.6224, -3.2189, -2.0774], [-10.7458, -1.8078, -3.1314], [-11.9701, -2.0676, -1.7866]],
  "forces_ev_per_angstrom": [[0.05, -1.11, -1.19], [-1.46, -0.30, 0.61], [1.89, 0.58, -0.15], [-0.49, 0.22, 0.39], [-0.75, 0.22, 0.54], [0.27, -0.75, -1.04], [-0.01, -0.12, 0.00], [-0.60, 0.02, -0.19], [0.19, 0.34, 0.16], [0.39, 0.04, 0.05], [0.14, 0.34, 0.23], [0.36, 0.52, 0.58], [0.07, -0.31, -0.56], [0.89, 0.26, -1.07], [-2.44, -3.43, -1.31], [1.23, 2.69, 1.92], [0.20, 1.40, 0.85], [-0.41, -0.88, 0.01], [0.38, -0.09, -0.15], [0.27, 0.01, 0.02], [0.27, 0.17, -0.30], [-0.18, -0.18, 0.18], [-0.52, 0.32, 0.26], [0.23, 0.06, 0.16], [0.48, -0.27, -2.43], [-1.54, 1.27, 2.08], [-0.97, 0.55, -0.09], [1.30, -1.61, 1.13], [2.16, -1.53, -2.66], [-1.06, 0.69, 1.84], [-0.04, 0.14, 0.39], [-0.69, 0.16, 0.19], [0.25, 0.23, 0.75], [-0.05, 0.39, -0.62], [-0.13, -0.21, 0.00], [0.28, 0.19, -0.57], [0.53, -1.53, -1.09], [-0.67, -0.71, 1.14], [-0.76, -0.54, -3.98], [-0.55, 1.81, 3.45], [-0.09, -0.31, 0.81], [0.42, -0.45, -0.88], [-0.39, -0.35, 0.70], [-0.13, 0.10, 0.05], [0.20, 0.29, -0.16], [0.27, 0.47, -0.24], [0.46, 0.90, 0.20], [0.69, 0.33, 0.01], [-0.68, -0.04, -0.26], [0.08, 0.42, -1.72], [-0.31, -2.79, 3.16], [0.89, 2.58, -0.28], [-0.16, 1.22, -2.03], [0.60, -1.22, -0.83], [0.48, 0.12, 0.51], [-0.07, -0.13, 0.38], [0.18, 0.14, 0.31], [-0.54, 0.58, -0.25], [-0.75, -0.63, 0.52], [0.27, -0.24, 0.48], [0.47, -1.35, -0.32], [-1.71, 2.51, 1.29], [-0.91, -1.80, -1.93], [2.36, 1.70, 1.50], [1.52, -0.79, -0.68], [-1.50, 0.46, 0.64], [-0.16, -0.16, 0.26], [-0.54, 0.29, -0.16], [0.05, 0.03, -0.15], [0.85, -0.20, 0.25], [-0.44, 0.02, -0.54], [0.01, -0.71, -0.16], [0.25, -0.24, 1.51], [-0.52, -1.12, 1.38], [-0.23, 1.00, -1.85], [0.39, -0.02, 0.51], [-0.17, -0.13, -0.54], [-0.05, -0.02, -0.19], [-0.04, 0.39, -0.27], [0.21, 0.17, -0.24], [0.14, -0.12, -0.08], [0.00, 0.09, -0.22], [1.34, -0.26, -0.83], [0.64, -0.81, 2.51], [-1.32, 0.87, -1.84], [-0.49, -0.42, 0.29], [-0.56, -0.30, 0.43], [-0.15, 0.03, -0.36], [-0.07, 0.36, 0.12], [0.25, 0.28, -0.09], [0.01, 0.33, -0.20], [0.35, -0.09, -0.02], [-0.97, -1.37, -0.84], [0.57, 3.40, 0.18], [0.47, -3.24, 1.08], [-0.34, 0.38, -1.09], [0.12, 0.49, 0.45], [0.22, 0.53, 0.15], [-0.01, -0.36, 0.19], [-0.10, 0.16, -0.02], [-0.07, -0.12, 0.04], [0.12, 0.14, -0.14], [0.32, -0.19, -1.28], [2.62, 0.66, -1.81], [-3.33, -0.87, 3.23], [-0.09, -0.33, -0.39], [-0.21, 0.30, 0.07], [-0.11, 0.22, -0.13], [0.20, 0.23, -0.06], [0.14, 0.27, -0.08], [0.09, -0.51, 0.16], [0.37, 0.22, 0.30], [0.22, 0.25, 0.12], [-0.20, -0.21, -0.03], [0.04, 0.06, 0.01], [0.50, 0.16, -0.24], [-0.19, -0.03, 0.30], [-0.05, 0.08, -0.12], [0.26, -0.17, 0.15], [-0.52, 0.04, 0.13], [0.05, -0.41, -0.22], [-0.11, 0.23, -0.11], [0.86, -0.49, -0.46], [2.40, -2.09, 0.23], [-2.19, 1.45, 0.78], [-0.26, 1.02, 0.01], [-0.11, -0.39, -0.29], [0.13, 0.24, 0.08], [-0.45, 0.41, -0.05], [0.13, -0.19, 0.09], [-0.56, 0.19, -0.65], [0.06, -0.14, 0.28], [0.24, 0.30, -1.35], [0.65, 2.30, -0.48], [-0.23, -1.68, 0.91], [-0.18, -0.12, 0.14], [-0.12, 0.01, 0.56], [-0.17, -0.14, 0.19], [0.27, -0.32, 0.05], [-0.35, -0.13, 0.29], [-0.30, -0.14, -0.24], [0.21, -0.07, -0.10], [0.23, -0.10, -1.65], [-2.58, 2.87, 0.79], [1.99, -1.84, 1.35], [0.69, -0.46, -0.79], [0.14, -0.11, -0.18], [0.29, 0.20, -0.32], [-0.26, -0.38, 0.63], [-0.60, 0.41, 0.44], [0.32, -0.34, -0.07], [-0.21, -0.27, -0.19], [0.24, -0.41, -0.21], [-0.26, -0.08, -0.33], [0.24, 0.22, 0.23], [1.20, 0.25, -0.28], [-0.40, 0.06, -0.15], [0.01, 0.28, -0.20], [0.12, -0.07, 0.30], [-0.49, 0.09, 0.21], [-0.59, -0.05, 0.09], [-0.06, -0.29, 0.34], [-1.25, 1.26, 0.88], [1.40, 0.32, -0.52], [-0.59, -0.44, 0.02], [0.74, -0.67, 0.62], [-0.21, -0.07, 0.18], [0.20, -0.04, -0.27], [0.38, -0.41, -0.26], [-0.27, -0.08, -0.21], [-0.44, 0.01, -0.11], [0.05, 0.12, -0.34]],
  "total_charge": 0,
  "orbital_gap_ev": 9.743,
  "e_tot_ev": -108656.3320,
  "lumo_energy_ev": 0.272
}